Entry from the OMol25 dataset: 15 unconnected molecules or ions with the total composition C22H74O15 (ωB97M-V/def2-TZVPD).

```
111
Properties=species:S:1:pos:R:3:mulliken_charge:R:1
O 0.99 3.72 -1.26 -0.247
H -2.13 -3.29 -2.91 0.600
H -2.91 -0.34 2.77 0.115
H 0.98 5.52 -0.25 0.339
H 1.41 4.67 2.14 0.326
O -3.66 -0.55 2.18 0.097
O 2.74 -3.34 -4.64 -0.608
H -2.40 -1.12 -1.00 -0.317
O -1.51 1.33 -3.10 -0.727
C 0.09 5.76 -2.21 -1.505
H -5.68 -0.68 2.49 0.286
H -3.17 1.48 -1.90 0.232
C -1.57 -3.49 1.65 -0.345
H 1.29 1.88 1.50 0.050
C 4.69 1.55 0.05 -0.734
H 1.98 -3.67 -4.16 0.305
O 0.10 0.30 1.59 0.163
C 2.90 -2.07 3.69 -1.425
H -2.78 -5.10 0.82 0.448
C 2.88 -1.18 2.46 1.174
H 1.60 0.23 -0.72 -0.444
H -2.08 -4.58 -1.36 0.295
H -1.72 0.64 4.27 0.225
H 3.37 -1.54 4.52 0.402
H -1.05 -2.60 1.30 0.117
H -3.25 -3.49 0.24 0.144
C -2.28 2.05 -2.16 -0.326
C -2.37 2.85 1.96 1.228
H 3.27 -3.89 -1.19 0.449
H 2.19 -1.61 1.73 -0.587
H -1.24 -0.59 0.35 0.120
H -3.94 -2.10 -1.41 0.367
H 3.86 -3.14 0.26 0.420
H -0.72 5.26 -2.74 0.292
H 3.34 -3.04 3.49 0.364
H -0.36 -0.06 2.37 -0.281
H 4.40 2.40 -0.58 0.294
H -1.56 -1.41 5.47 0.357
C 3.08 -3.06 -0.51 -0.788
H 2.15 1.46 -2.68 -0.300
O 4.31 0.29 -0.50 -0.446
H 0.31 -0.47 -1.66 0.111
H -3.80 1.68 0.89 0.128
C -3.43 -1.13 -1.37 -0.427
C 0.35 4.95 -0.95 0.323
H -2.63 4.63 2.66 0.405
C 1.28 3.62 2.37 -0.748
C -4.76 -0.92 3.03 -0.901
C -1.59 -2.37 -2.71 -0.016
H -3.46 -0.74 -2.39 0.572
H -0.18 6.78 -1.96 0.417
H -0.55 -2.00 4.14 0.157
H 0.89 3.27 -3.00 0.460
H -1.82 1.95 2.25 -0.438
H 5.77 1.59 0.23 0.392
C -0.15 -0.52 0.45 2.550
C 2.82 -1.52 -3.07 0.033
C 1.97 1.78 -3.71 -0.027
H 0.00 -3.37 -0.85 0.102
O -1.55 -4.29 -0.60 -0.588
O 0.75 -2.73 -0.91 -0.385
O -1.39 -0.15 3.82 -0.466
H -0.91 -4.26 2.06 0.516
C -2.40 -4.11 0.53 -0.411
C 2.75 -1.92 -4.54 -0.885
H 1.99 -1.95 -2.50 -0.147
H -1.65 2.29 -1.29 -0.179
H 0.24 3.50 2.69 0.113
O 0.84 2.63 -3.73 -0.698
H 4.23 1.73 1.02 0.154
H 0.05 -0.73 5.21 0.297
C -3.82 2.41 1.70 -0.986
H -0.58 4.76 -0.40 -0.027
C 1.68 -3.11 0.10 -0.030
H -0.63 1.75 -3.25 0.446
H 1.28 3.33 -0.42 0.157
H -1.95 -0.44 -3.02 0.533
H -0.65 -2.42 -3.27 0.079
O -2.33 3.79 3.04 -0.617
H -4.27 -0.64 0.34 0.246
H 0.97 5.75 -2.85 0.306
H 0.12 1.11 -0.90 -0.417
H 1.52 -4.16 0.36 0.315
H 1.78 0.91 -4.34 0.202
H -2.19 -3.15 2.48 0.345
O -2.43 -1.29 -3.09 -0.605
H 2.95 -0.46 -2.84 0.045
H 1.86 -2.23 3.99 0.246
H 1.79 -1.55 -4.91 0.350
H 1.85 3.42 3.28 0.354
H 0.24 -1.53 0.59 -2.062
H -4.73 -1.96 3.36 0.240
H 4.92 0.16 -1.24 0.244
O -4.22 -0.26 -0.56 -0.613
H 4.12 -0.62 1.05 0.281
H 3.31 -2.12 -1.00 -0.489
H 2.47 -0.18 2.64 -0.017
H -1.40 -2.27 -1.64 0.063
H 3.59 -1.47 -5.07 0.433
O 1.60 2.77 1.29 -0.469
H -1.96 3.28 1.04 -0.446
C -0.84 -1.12 4.71 -0.805
H -4.32 2.02 2.58 0.173
H -2.64 3.03 -2.51 0.386
H -4.73 -0.22 3.87 0.378
H 3.75 -1.96 -2.69 0.464
H -4.41 3.28 1.40 0.517
H 2.86 2.28 -4.10 0.299
C 0.52 0.10 -0.76 0.279
O 4.17 -1.13 1.88 -0.624
H 1.55 -2.56 1.04 0.287
```

HOMO energy, hartree: -0.2889
LUMO level, eV: 0.20
Relative energy (zero: lowest compared OMol25 entry of this formula, charge and spin), kJ/mol: 510.35
Maximum force, Eh/bohr: 0.17281
Frontier orbital gap, eV: 8.063

---

Entry from the OMol25 dataset: 16 unconnected molecules or ions with the total composition C22H76O27 (ωB97M-V/def2-TZVPD).

```
125
Properties=species:S:1:pos:R:3:mulliken_charge:R:1
H 13.97 12.86 15.44 -0.664
O 17.72 7.70 15.03 -0.583
O 9.41 14.89 13.98 -0.434
C 10.16 15.00 15.21 0.893
C 14.30 14.74 7.66 -0.728
H 13.13 8.96 13.40 -0.236
O 9.18 10.89 11.67 -0.597
H 13.02 14.46 12.98 -0.025
C 17.79 17.67 12.39 -0.467
O 14.88 8.46 10.65 -0.501
O 10.14 17.35 14.79 -0.654
C 15.20 9.32 9.56 -0.650
O 15.25 9.23 14.99 -0.488
H 11.16 12.14 15.90 0.214
H 12.41 8.30 11.97 0.373
H 14.49 13.66 9.58 -0.420
O 13.11 18.59 14.71 -0.647
H 8.36 12.77 12.07 0.214
H 13.79 13.95 7.16 0.374
O 13.69 12.27 18.58 -0.594
C 8.44 11.57 13.82 -0.161
H 16.38 10.58 13.84 0.071
H 11.23 14.91 14.98 -0.550
H 11.61 13.28 11.44 0.281
H 17.47 11.20 10.88 0.340
O 13.78 16.06 7.34 -0.523
H 14.23 9.59 9.06 0.307
C 17.71 16.43 11.54 -0.296
H 15.34 8.63 15.74 0.271
H 14.25 14.88 16.89 0.293
H 12.98 14.62 9.46 -0.057
H 16.98 10.24 15.45 0.210
H 15.23 18.68 14.51 0.525
O 11.61 14.21 11.82 -0.758
O 16.97 10.37 10.76 -0.504
H 10.84 10.11 12.26 0.312
H 14.72 17.42 16.60 0.297
C 14.05 14.62 9.16 0.867
H 18.41 11.64 14.79 0.323
H 14.51 16.56 9.25 0.310
H 12.81 12.55 18.89 0.284
O 13.71 15.96 15.58 -0.501
O 14.65 15.76 9.78 -0.546
O 17.41 17.35 13.78 -0.497
O 17.88 12.85 11.76 -0.789
C 14.33 13.12 13.38 0.951
H 16.88 8.27 13.20 0.044
H 15.11 10.17 20.18 0.350
H 12.14 11.38 14.05 -0.608
O 10.63 12.03 16.70 -0.685
H 19.39 13.57 16.02 0.301
H 17.40 14.99 15.89 0.454
C 15.84 10.59 9.93 0.294
H 16.74 16.63 13.78 0.052
H 17.04 18.43 12.05 0.245
C 14.42 17.99 14.54 -0.605
H 14.47 17.45 13.61 0.080
H 17.14 13.44 11.64 0.288
H 15.33 14.63 7.48 0.418
H 9.78 14.24 15.91 0.127
O 12.47 12.11 10.22 -0.524
O 11.73 10.11 12.62 -0.526
H 9.18 15.74 13.63 0.263
H 10.91 14.24 12.50 0.354
O 12.39 12.21 14.45 0.983
H 13.41 10.98 16.99 -0.283
H 14.22 16.27 6.50 0.298
H 12.46 17.89 14.52 0.370
H 19.23 14.20 14.28 0.495
H 8.24 12.34 14.51 0.467
H 15.74 16.66 15.37 -0.218
C 13.58 10.93 18.02 0.449
C 14.66 16.97 15.56 0.290
H 11.56 6.93 13.92 0.459
H 8.43 10.28 11.83 0.332
H 18.45 15.62 11.76 0.137
C 9.02 12.00 12.52 0.582
H 9.09 10.84 14.31 -0.126
H 12.35 11.36 10.82 0.142
H 13.75 15.36 14.79 0.561
H 8.84 16.42 16.05 0.402
H 10.52 16.64 16.60 0.417
H 16.10 13.38 16.68 0.195
H 15.82 8.75 8.84 0.266
O 11.17 8.48 15.20 -0.446
O 18.83 12.37 14.32 -0.689
H 15.91 15.70 10.89 0.193
O 16.96 13.03 16.36 -0.486
H 15.57 8.56 11.36 0.314
H 14.31 11.36 14.59 -0.723
C 16.51 9.79 14.57 0.221
O 14.89 9.54 19.48 -0.598
O 13.88 14.44 13.42 0.081
H 10.23 18.23 15.11 0.335
H 16.11 11.06 8.98 0.353
H 12.02 8.17 15.54 0.279
H 13.98 12.64 12.48 -0.302
H 10.17 11.19 16.58 0.340
C 12.19 8.79 12.92 0.366
C 17.46 14.00 15.44 0.912
H 18.33 8.07 15.68 0.368
O 14.82 14.28 17.43 -0.701
H 16.87 14.04 14.52 -0.659
H 17.94 16.87 10.53 0.309
C 17.44 8.68 14.03 -0.462
H 15.05 11.22 10.42 -0.279
H 14.34 13.64 17.98 0.522
H 6.51 11.37 13.98 0.379
H 18.36 9.08 13.61 0.354
O 16.39 15.91 11.71 -0.141
O 7.23 10.90 13.60 -0.611
H 15.68 10.60 17.82 0.306
H 10.05 12.45 12.65 -0.706
H 18.06 12.83 12.74 0.453
C 14.86 10.09 18.20 -0.375
H 10.20 8.01 13.51 0.237
C 9.88 16.39 15.79 -0.739
C 11.28 7.98 13.85 -0.828
H 15.42 13.01 13.27 -0.867
H 11.65 12.19 9.73 0.306
C 18.88 13.59 15.07 -0.975
H 18.78 18.18 12.42 0.326
C 13.79 12.31 14.54 1.838
H 14.67 9.18 17.63 0.036
H 12.73 10.43 18.53 0.375
```

HOMO energy, hartree: -0.3508
LUMO level, eV: 0.27
Relative energy (zero: lowest compared OMol25 entry of this formula, charge and spin), kJ/mol: 24.26
Maximum force, Eh/bohr: 0.07488
Frontier orbital gap, eV: 9.820

---

Entry from the OMol25 dataset: 20 unconnected molecules or ions with the total composition C22H84N2O18 (ωB97M-V/def2-TZVPD).

```
126
Properties=species:S:1:pos:R:3:mulliken_charge:R:1
O 0.63 1.07 -5.73 -0.684
H -3.19 0.30 -3.04 -0.081
C -2.06 -0.13 -3.15 -0.450
O 5.92 3.19 0.71 -0.656
H -0.17 -7.93 3.94 0.380
H 6.67 1.52 1.16 0.395
H -5.13 0.72 -1.11 0.303
H -4.61 4.45 -1.97 0.395
H -4.25 -1.11 0.81 0.237
H -5.34 3.24 -1.24 0.360
C 0.50 -6.12 4.77 -1.055
N -0.71 2.42 -0.45 2.070
C -0.72 4.86 -0.28 -0.997
H -2.55 -2.08 -3.15 0.241
O -5.34 4.23 -1.27 -0.713
O -5.48 1.46 -1.56 -0.649
C 1.31 -3.75 1.72 -0.255
H -1.80 -0.34 -4.30 0.311
H -0.66 -1.85 -2.60 0.248
H 0.57 8.91 -1.99 0.267
O 2.63 -0.08 -2.99 -0.562
O -1.78 -4.77 -2.16 -0.573
H 3.96 5.15 0.92 0.302
H 1.92 -8.90 3.26 0.345
H 0.30 -1.84 1.94 0.504
H 1.54 -6.74 1.98 0.491
H 0.94 -2.10 0.49 0.418
H 0.64 0.91 -0.85 0.821
H 1.91 -2.55 4.36 -0.144
C -0.99 -3.00 0.70 -0.317
O 1.99 2.69 -3.61 -0.619
C 0.59 -7.68 4.60 -0.480
H 3.17 -5.31 4.89 0.791
H -0.91 -4.00 0.08 -0.004
H -1.09 3.93 -2.10 -0.310
H 0.68 -5.97 5.68 0.640
C 1.47 2.16 0.80 -0.194
O 6.97 0.77 1.56 -0.566
H 2.91 3.06 -3.69 0.255
H -0.09 -5.22 2.45 1.205
C 2.59 1.19 1.24 -1.274
O -1.78 0.53 2.97 -0.524
H -2.19 -1.40 -1.68 -0.299
O 0.42 8.14 -1.50 -0.610
H 1.90 1.69 -3.32 0.287
H 0.54 3.84 -1.46 0.093
C 0.56 -4.56 2.82 -2.878
C -0.50 3.61 -1.18 -0.231
O -4.40 -1.57 -0.02 -0.467
H 0.81 1.67 -4.98 0.374
H -1.04 -4.66 -1.71 0.345
H 3.19 -0.47 -3.78 0.280
H -1.51 -2.06 0.15 -0.236
C -1.75 1.64 -1.24 -1.050
H 3.03 -6.48 2.64 0.339
C -1.78 -1.51 -2.54 -0.312
H 6.69 3.80 0.51 0.297
H 3.16 -1.72 6.21 0.303
H -0.93 5.78 -0.80 0.478
H 2.87 -0.49 -2.16 0.256
H 2.31 0.48 1.96 0.453
H -2.31 2.24 0.97 0.310
C 2.50 -4.73 4.31 -1.910
O -2.28 -3.74 -5.07 -0.569
H 0.10 0.53 0.60 -0.642
H -2.69 3.71 -3.69 0.254
H 3.07 0.56 0.30 0.121
C -1.91 4.35 0.53 0.189
H 6.18 0.60 1.93 0.262
H 1.32 0.61 -6.28 0.312
H -1.56 1.96 -3.40 0.516
H -1.70 -4.19 -2.89 0.319
H -0.05 -4.04 3.36 1.343
H 0.90 7.51 -4.42 0.279
H -0.62 -5.91 4.63 0.269
N 1.35 -5.44 3.66 0.856
H -5.50 1.27 -2.48 0.312
C 1.87 -7.90 3.84 -0.713
H -1.77 -3.52 1.59 0.166
H -4.13 3.35 -3.54 0.393
H 3.12 -4.46 3.60 0.890
H -2.84 4.31 -0.07 0.188
H 2.02 3.00 0.28 0.118
O 4.28 5.25 -0.01 -0.727
H -2.19 5.24 4.51 0.319
H 2.31 -3.34 2.24 0.046
H -2.08 0.83 -0.52 0.122
H -1.66 -4.42 -5.39 0.313
O 0.29 6.89 -4.08 -0.626
H -1.83 -3.00 -5.03 0.294
C 3.40 -2.85 5.91 -1.377
H 0.31 8.51 -0.58 0.291
H -2.08 4.95 1.47 -0.092
H 1.32 -3.59 5.80 0.345
C 0.36 -2.57 1.24 -0.418
H -0.27 -1.72 -6.70 0.224
H -5.19 -1.71 0.06 0.211
C -1.47 2.98 0.83 -0.970
H 0.20 5.02 0.20 0.427
H -0.07 -1.00 -5.37 0.301
C 1.98 -6.63 2.93 -0.781
H -2.76 6.35 3.39 0.327
C 2.18 -3.47 5.10 0.206
H -1.83 1.18 3.68 0.268
H 5.20 3.64 0.43 0.372
H -0.82 2.90 1.54 0.633
O -2.99 5.56 4.00 -0.665
H 3.46 1.79 1.70 0.362
H 0.75 -8.14 5.66 0.291
H 3.84 6.06 -0.39 0.312
O -0.42 -1.78 -5.90 -0.559
H 0.29 7.07 -3.09 0.405
H 0.97 2.41 1.68 0.324
C 0.40 1.49 -0.12 -0.325
H -2.61 2.26 -1.39 0.855
H -2.49 -0.05 3.29 0.280
H 1.43 -4.37 0.82 0.443
C -1.38 1.20 -2.67 0.714
H 4.13 -2.64 5.12 0.372
H 2.76 -8.17 4.42 0.393
H -4.68 1.23 -5.21 0.277
H -5.80 2.33 -4.90 0.329
O -3.57 4.03 -3.33 -0.642
H -0.23 0.96 -2.83 -1.224
O -4.89 1.81 -4.48 -0.667
H 3.84 -3.54 6.51 0.461
```

HOMO energy, hartree: -0.4957
Net charge: +2
LUMO level, eV: -4.27
Relative energy (zero: lowest compared OMol25 entry of this formula, charge and spin), kJ/mol: 0.00
Maximum force, Eh/bohr: 0.28325
Frontier orbital gap, eV: 9.219

---

Entry from the OMol25 dataset: a molecular structure, C22H9F4N4O8Ru (ωB97M-V/def2-TZVPD).

```
48
Properties=species:S:1:pos:R:3:nbo_charge:R:1
O 0.12 0.51 -4.68 -0.452
H 2.38 -0.24 2.92 0.247
H 0.69 0.00 3.43 0.197
C 1.78 0.69 -1.87 0.291
C 0.10 -1.79 -5.38 0.394
H 0.44 -2.42 3.90 0.195
O -0.24 -4.12 -5.71 -0.460
C -1.15 1.77 0.28 0.389
C -0.04 5.53 3.33 0.318
F 1.55 4.59 1.40 -0.308
C -0.96 4.57 2.79 -0.466
C -1.48 2.65 1.28 0.275
O 3.18 -1.97 1.17 -0.674
H -0.80 -0.74 1.77 0.506
C -0.62 3.66 1.76 -0.063
C -2.25 4.63 3.39 0.317
C 0.10 1.75 -0.36 -0.225
N 0.65 6.32 3.82 -0.423
C 1.01 -1.58 1.99 0.133
O -0.59 -4.66 -3.02 -0.636
O 1.50 -2.18 -0.30 -0.750
C 0.96 2.77 0.09 0.400
C -0.38 -0.32 -1.74 0.161
H -3.04 -3.10 -1.08 0.143
H -2.81 -2.64 0.68 0.127
F 2.18 2.91 -0.45 -0.307
O 0.42 -1.56 -6.51 -0.444
C -0.24 -3.25 -4.89 0.392
C 1.05 -2.69 3.04 -0.615
C 2.00 -1.93 0.86 0.763
C -0.52 -1.06 -2.99 0.189
N -0.65 -2.42 -2.62 -0.543
C 0.63 3.66 1.08 0.280
N 2.81 0.53 -2.38 -0.333
O -1.60 -0.21 -2.48 -0.470
C -2.38 -2.64 -0.34 -0.421
C -0.52 -3.50 -3.39 0.537
F -2.08 0.85 -0.07 -0.304
C -0.07 -0.62 -4.35 0.468
C 1.35 -0.23 2.58 -0.632
Ru -0.59 -2.09 -0.60 0.728
H 1.25 0.56 1.83 0.225
C 0.46 0.78 -1.33 -0.158
H 0.67 -3.62 2.61 0.217
H 2.08 -2.85 3.35 0.232
O -0.35 -1.54 1.47 -0.704
F -2.70 2.51 1.83 -0.310
N -3.28 4.73 3.91 -0.424
```

HOMO energy (spin up / spin down), hartree: -0.0846 / -0.1027
Net charge: -2
LUMO level (spin up / spin down), eV: 3.07 / 2.91
Relative energy (zero: lowest compared OMol25 entry of this formula, charge and spin), kJ/mol: 272.78
Maximum force, Eh/bohr: 0.03354
2S+1: 2
Frontier orbital gap (spin up / spin down), eV: 5.372 / 5.706

---

Entry from the OMol25 dataset: a molecular structure, C23H13AuClF5N3O4S (ωB97M-V/def2-TZVPD).

```
51
Properties=species:S:1:pos:R:3:nbo_charge:R:1
C 1.06 -0.72 -3.18 -0.189
O 1.22 -1.16 4.51 -0.613
H -4.95 -2.33 1.11 0.223
F -2.93 3.66 0.65 -0.262
H -1.88 -2.00 -1.85 0.205
H 2.05 -0.82 -5.08 0.232
H 4.53 -1.40 -1.67 0.241
C 0.67 5.65 0.77 0.262
S -0.63 1.90 0.17 0.227
C -0.53 6.37 0.81 0.393
C 0.88 -1.20 3.34 0.756
C 3.70 -0.79 0.95 0.187
C -1.75 5.69 0.79 0.297
C 2.47 -0.96 -1.23 0.182
C 3.56 -1.16 -2.07 -0.218
C -2.83 -2.41 -1.53 -0.190
N 1.53 -1.20 0.97 -0.347
F -0.50 7.69 0.87 -0.232
Cl 5.24 -0.39 0.42 0.172
C -3.34 -2.05 -0.29 0.089
O 5.43 -0.61 3.21 -0.569
N 2.60 -0.98 0.17 -0.180
H -2.79 -0.16 0.16 0.422
H 4.28 -1.20 -4.07 0.235
C 3.41 -1.08 -3.45 -0.182
C -3.53 -3.27 -2.35 -0.199
C -5.27 -3.41 -0.70 -0.177
O -0.33 -1.25 2.95 -0.737
O 3.77 -0.77 4.65 -0.657
F 1.83 6.29 0.81 -0.253
C 4.26 -0.75 3.45 0.781
H -3.04 -1.12 1.49 0.428
C -4.56 -2.58 0.14 -0.229
C 2.16 -0.86 -4.01 -0.189
Au -0.54 -1.23 0.75 0.974
F -2.89 6.38 0.87 -0.262
H -3.13 -3.57 -3.30 0.231
H -6.23 -3.80 -0.39 0.235
C 1.92 -1.14 2.24 0.092
C -1.77 4.31 0.68 0.388
H 0.08 -0.57 -3.60 0.221
C 1.22 -0.74 -1.81 -0.248
H -5.33 -4.40 -2.60 0.233
F 1.78 3.57 0.59 -0.256
H 2.78 -0.92 4.73 0.515
N -2.65 -1.10 0.54 -0.821
C -0.58 3.57 0.55 -0.363
C -4.77 -3.76 -1.94 -0.184
C 3.30 -0.89 2.30 -0.241
C 0.64 4.26 0.65 0.405
H 0.35 -0.57 -1.17 0.171
```

HOMO energy (spin up / spin down), hartree: -0.4191 / -0.4183
Net charge: +1
LUMO level (spin up / spin down), eV: -7.91 / -7.92
Maximum force, Eh/bohr: 0.03475
Frontier orbital gap (spin up / spin down), eV: 3.494 / 3.464